This record from the Open Molecules 2025 dataset describes C9H14Br18FN2 as an isolated structure. The level of theory is the ωB97M-V functional and the def2-TZVPD basis.

```
! wB97M-V def2-TZVPD RIJCOSX def2/J DEFGRID3
* xyz -1 1
C 4.30786 -3.75610 -2.18838
C 2.86808 -4.47018 -2.13202
F 2.93495 -5.31729 -0.94459
N 1.89323 -3.43104 -1.86595
C 0.86576 -3.37113 -2.93691
N -0.46067 -3.86491 -2.41750
H 4.21898 -2.98115 -3.01712
H 5.12107 -4.47632 -2.49406
H 4.51210 -3.19386 -1.23567
H 2.65321 -5.07299 -3.06300
H 0.70044 -2.27482 -3.16590
H 1.16299 -3.86370 -3.91402
H -0.46742 -3.61230 -1.42794
H -0.54396 -4.87475 -2.54212
C 0.91528 0.12781 -0.58945
Br 0.45598 1.36528 -2.02696
Br 1.41071 -1.67264 -1.27268
Br 2.28977 0.86145 0.57836
H 0.01919 0.00952 0.01732
C -1.80159 1.13124 2.78634
Br -2.25219 2.33868 1.33770
Br -1.34292 -0.63276 2.13251
Br -0.41071 1.86085 3.92086
H -2.69204 1.02153 3.40035
C -0.99113 0.65686 -6.17427
Br -0.35963 2.30735 -5.37650
Br -0.84478 -0.83963 -4.95525
Br -2.79088 0.84177 -6.87461
H -0.34248 0.44421 -7.01894
C -4.04405 3.55695 5.90353
Br -2.43089 4.62222 5.76000
Br -5.01786 3.48569 4.23054
Br -3.67092 1.78398 6.59059
H -4.68799 4.04964 6.62606
C -3.28003 6.23335 0.58082
Br -2.55842 7.89842 -0.10078
Br -2.75452 4.72153 -0.51204
Br -2.83787 5.97153 2.44897
H -4.36187 6.30702 0.51818
C 2.91272 -0.74499 4.15347
Br 1.14615 -1.26369 4.75308
Br 3.53722 0.85237 5.05753
Br 4.18180 -2.20133 4.30568
H 2.83076 -0.50149 3.09547
*
```

Calculated atomic charges, method natural (NBO), unit e: C -0.65; C 0.36; F -0.43; N -0.78; C -0.09; N -0.89; H 0.20; H 0.19; H 0.23; H 0.14; H 0.17; H 0.15; H 0.37; H 0.35; C -0.59; Br -0.06; Br 0.22; Br -0.06; H 0.19; C -0.50; Br 0.09; Br 0.10; Br 0.08; H 0.21; C -0.50; Br 0.09; Br 0.14; Br 0.05; H 0.22; C -0.49; Br 0.10; Br 0.09; Br 0.09; H 0.22; C -0.49; Br 0.07; Br 0.13; Br 0.09; H 0.22; C -0.49; Br 0.09; Br 0.06; Br 0.08; H 0.25

This record from the Open Molecules 2025 dataset describes a 2-piece molecular cluster, C3H11N5S3 overall. The level of theory is the ωB97M-V functional and the def2-TZVPD basis.

```
! wB97M-V def2-TZVPD RIJCOSX def2/J DEFGRID3
* xyz 0 1
C -1.71408 1.41172 -0.22380
N -2.58382 0.24420 -0.17452
S -4.01917 0.34787 0.73530
C -1.97673 -1.00842 -0.25013
N -0.72565 -1.12521 -0.43702
N -0.24848 -2.42018 -0.65312
H -1.04748 1.30567 -1.08322
H -1.09638 1.50393 0.67843
H -2.32926 2.30467 -0.33889
H -4.88067 0.55612 -0.27960
H -2.67091 -1.85118 -0.16920
H -0.75008 -3.10799 -0.09217
H 0.72112 -2.42961 -0.36104
S 2.29272 3.07233 -0.29874
N 2.21517 1.63351 0.63522
C 2.88453 0.64986 0.18667
N 2.96915 -0.51873 0.91810
S 3.45752 -1.98367 0.23871
H 1.28910 3.68064 0.34898
H 3.45017 0.62341 -0.74964
H 2.43368 -0.53981 1.77643
H 2.32955 -2.34911 -0.40677
*
```

Calculated atomic charges, method natural (NBO), unit e: C -0.42; N -0.57; S 0.18; C 0.21; N -0.33; N -0.64; H 0.23; H 0.20; H 0.21; H 0.10; H 0.16; H 0.33; H 0.34; S 0.15; N -0.61; C 0.25; N -0.76; S 0.23; H 0.12; H 0.17; H 0.41; H 0.06

This record from the Open Molecules 2025 dataset describes one molecule with the formula C6H13N3. The level of theory is the ωB97M-V functional and the def2-TZVPD basis.

```
! wB97M-V def2-TZVPD RIJCOSX def2/J DEFGRID3
* xyz 0 1
C -1.88453 -1.21075 1.06784
C -0.91337 -0.09069 0.80802
C -1.55680 1.19067 0.32651
N 0.26091 -0.09600 1.50979
C 1.14140 0.35200 0.62545
N 2.13045 1.26353 0.93242
C 0.83528 -0.02657 -0.71850
C 0.70246 -1.47693 -1.11085
N 1.34299 0.77603 -1.75284
H -2.76125 -0.86035 1.62593
H -2.25040 -1.61751 0.11915
H -1.40989 -2.01395 1.63107
H -0.84049 2.00539 0.22231
H -2.32267 1.51185 1.04698
H -2.06090 1.04703 -0.63335
H 2.97619 1.18863 0.38291
H 2.27230 1.39908 1.92263
H 1.61186 -1.81600 -1.62681
H 0.54446 -2.11491 -0.24495
H -0.13713 -1.62734 -1.79792
H 1.16494 1.76645 -1.64623
H 1.15417 0.45034 -2.68957
*
```

The value obtained for the energy relative to the best compared isomer or geometry (same formula, charge and spin) is 44.7 kcal/mol.

Calculated atomic charges, method natural (NBO), unit e: C -0.68; C 0.30; C -0.67; N -0.54; C 0.32; N -0.82; C 0.09; C -0.64; N -0.83; H 0.22; H 0.22; H 0.23; H 0.22; H 0.21; H 0.21; H 0.38; H 0.39; H 0.20; H 0.24; H 0.20; H 0.38; H 0.38

This record from the Open Molecules 2025 dataset describes a 18-piece molecular cluster, CH34O20 overall. The level of theory is the ωB97M-V functional and the def2-TZVPD basis.

```
! wB97M-V def2-TZVPD RIJCOSX def2/J DEFGRID3
* xyz -2 1
C -0.12455 -0.29382 -0.05384
O 0.62245 -0.38682 -1.16184
O -1.02755 -1.19382 0.27616
O 0.01745 0.75518 0.64516
O -2.96155 -0.99782 2.76116
H -2.70655 -1.93882 2.70216
H -2.65255 -0.72582 1.92216
O 0.88045 -1.54882 -3.45684
H 1.34345 -0.89682 -4.03784
H 0.67845 -1.02082 -2.65684
O 0.34645 -2.94982 1.59716
H 0.96545 -2.88082 0.91016
H -0.14955 -2.22482 1.23216
O -0.73955 -3.24682 -1.45284
H -1.27555 -3.86782 -0.95384
H -0.58955 -2.49982 -0.87584
O -1.87355 2.62718 2.66816
H -1.35755 2.14418 3.29416
H -1.58555 2.24418 1.82216
O -2.80555 0.70018 0.57116
H -3.08855 1.06018 -0.24084
H -1.92255 0.28018 0.36516
O 2.25645 1.70518 -0.28984
H 1.40845 1.32518 0.04316
H 2.30545 2.62918 -0.05984
O -1.58855 -0.17582 -2.53484
H -2.01555 -0.97782 -2.89284
H -0.90755 -0.33682 -1.87484
O 3.51945 -0.20282 -1.96384
H 2.98245 0.32218 -1.35284
H 3.13845 -1.08382 -1.71184
O -3.35455 -1.98882 -0.37684
H -3.18055 -1.93282 -1.31584
H -2.48255 -1.76282 -0.03584
O -0.65455 2.46118 -1.13284
H -0.09955 2.39318 -1.94184
H -0.45855 1.71018 -0.65184
O -0.64355 0.27718 2.96316
H -0.37655 0.53918 2.06316
H -1.53855 -0.02882 2.89716
O 0.33145 3.84618 0.91616
H 0.86045 3.22418 1.44316
H -0.20355 3.45118 0.23816
O 2.12045 -2.32482 -1.02584
H 1.60445 -2.86982 -1.66784
H 1.54045 -1.54482 -0.98984
O 1.07045 1.45418 -3.11684
H 1.82745 1.99818 -2.99484
H 1.08045 0.78518 -2.46784
O 2.34645 -0.54282 1.68616
H 1.43245 -0.32782 1.44016
H 2.33045 -0.71782 2.64016
O 1.78745 2.21718 2.60316
H 2.17745 1.44518 2.20816
H 1.38945 1.89618 3.38016
*
```

The value obtained for the energy relative to the best compared isomer or geometry (same formula, charge and spin) is 21.3 kcal/mol.

Calculated atomic charges, method natural (NBO), unit e: C 0.98; O -0.90; O -0.87; O -0.81; O -0.94; H 0.47; H 0.49; O -0.99; H 0.47; H 0.49; O -0.98; H 0.47; H 0.47; O -0.98; H 0.47; H 0.49; O -0.97; H 0.47; H 0.48; O -0.98; H 0.48; H 0.48; O -1.02; H 0.50; H 0.48; O -0.98; H 0.47; H 0.48; O -1.02; H 0.49; H 0.49; O -0.97; H 0.45; H 0.49; O -0.98; H 0.50; H 0.47; O -1.04; H 0.48; H 0.48; O -1.03; H 0.49; H 0.49; O -1.00; H 0.49; H 0.48; O -0.97; H 0.47; H 0.50; O -0.94; H 0.48; H 0.47; O -0.96; H 0.50; H 0.48

This record from the Open Molecules 2025 dataset describes a 2-piece molecular cluster, C6H6N2O2 overall. The level of theory is the ωB97M-V functional and the def2-TZVPD basis.

```
! wB97M-V def2-TZVPD RIJCOSX def2/J DEFGRID3
* xyz 0 1
O -0.53958 -1.52743 -1.98612
C -0.67449 -0.70076 -1.13927
C -1.79232 -0.60721 -0.20097
C -1.77006 0.33104 0.72430
N -0.54743 1.11409 1.03383
C 0.32342 1.30622 -0.05006
O 1.17197 2.21191 -0.11083
N 0.33518 0.20013 -0.92289
H -2.78549 -1.15231 -0.45872
H -2.62937 0.35368 1.45528
H -0.80829 1.97731 1.61190
H 1.06211 0.22059 -1.53328
C 2.25891 -0.85435 1.50926
C 1.34146 -1.73375 1.21038
H 2.77260 0.08405 1.70256
H 0.69359 -2.60583 0.89928
*
```

The value obtained for the energy relative to the best compared isomer or geometry (same formula, charge and spin) is 66.4 kcal/mol.

Calculated atomic charges, method natural (NBO), unit e: O -0.57; C 0.64; C -0.37; C 0.04; N -0.62; C 0.79; O -0.61; N -0.62; H 0.25; H 0.23; H 0.42; H 0.42; C -0.25; C -0.27; H 0.25; H 0.27

This record from the Open Molecules 2025 dataset describes C7H17BeN2O4S2 as an isolated structure. The level of theory is the ωB97M-V functional and the def2-TZVPD basis.

```
! wB97M-V def2-TZVPD RIJCOSX def2/J DEFGRID3
* xyz 1 1
C 0.05012 1.64237 -2.08665
C -1.36545 2.13241 -1.37943
C -1.96832 1.03648 -0.29220
N -2.55239 -0.19652 -0.94465
S -2.48876 -1.60896 0.07871
O -3.49522 -1.33359 1.26353
O -3.06587 -2.80840 -0.72820
N -0.94301 -1.91981 0.82627
S 0.31820 -2.22100 -0.34265
O 0.67149 -3.75901 -0.34832
O -0.17238 -1.92869 -1.81349
C 1.91436 -1.30905 0.06747
C 1.75421 -0.14859 1.22361
C 2.34771 1.32281 0.69501
C 2.51899 -0.56708 2.65104
H -0.16022 1.61159 -3.24701
H 0.89008 2.47243 -1.91209
H 0.46337 0.63223 -1.65104
H -1.09020 3.13036 -0.78765
H -2.16258 2.44613 -2.20895
H -2.83628 1.59812 0.30457
H -1.18518 0.70090 0.51101
H -3.58691 -0.01695 -1.09557
H 2.40780 -0.78932 -0.88408
H 2.72277 -2.08159 0.48619
H 0.63593 0.07297 1.53292
H 3.42827 1.52692 1.14481
H 2.45461 1.36131 -0.47961
H 1.61980 2.18401 1.03576
H 3.56703 -0.06006 2.77304
H 2.51901 -1.73433 2.80699
H 1.83418 -0.13096 3.52604
Be -5.04515 -1.25714 -0.72538
*
```

The value obtained for the energy relative to the best compared isomer or geometry (same formula, charge and spin) is 208.1 kcal/mol.

Calculated atomic charges, method natural (NBO), unit e: C -0.64; C -0.43; C -0.28; N -0.70; S 2.10; O -0.90; O -0.83; N -0.92; S 1.98; O -0.83; O -0.84; C -0.63; C -0.24; C -0.64; C -0.64; H 0.24; H 0.23; H 0.22; H 0.24; H 0.23; H 0.23; H 0.26; H 0.26; H 0.29; H 0.30; H 0.22; H 0.23; H 0.22; H 0.22; H 0.23; H 0.23; H 0.23; Be 1.33

This record from the Open Molecules 2025 dataset describes C10H8Cl2N3O4S2Tl as an isolated structure. The level of theory is the ωB97M-V functional and the def2-TZVPD basis.

```
! wB97M-V def2-TZVPD RIJCOSX def2/J DEFGRID3
* xyz 0 1
Tl 1.57743 0.92471 0.73181
Cl -0.53531 2.70310 0.56543
C -1.68730 1.75675 1.48465
C -3.03634 1.95303 1.22041
C -3.99902 1.25442 1.92509
C -3.61760 0.37070 2.91953
C -2.27602 0.16331 3.16790
Cl -1.80939 -0.93829 4.39469
C -1.27109 0.82408 2.44093
S 0.38279 0.39264 2.86641
H -3.31776 2.66531 0.46353
H -5.04260 1.40239 1.70348
H -4.34779 -0.16531 3.50116
N 2.37257 -3.29737 -2.71131
C 1.46731 -2.34461 -2.43766
C 1.66337 -1.45750 -1.35365
N 0.72513 -0.60652 -1.00125
C -0.40574 -0.55509 -1.71322
C -0.54701 -1.37169 -2.82597
N 0.36156 -2.26323 -3.18115
H 3.23371 -3.34272 -2.19663
H 2.22754 -3.90976 -3.49311
H 2.59526 -1.42735 -0.80918
H -1.16996 0.13689 -1.39165
H -1.42233 -1.31570 -3.45723
O 3.18301 2.46005 1.03246
S 3.66572 1.73438 -0.20044
O 2.48328 1.82707 -1.13446
O 3.63955 0.27041 0.22857
O 4.90702 2.15587 -0.73918
*
```

The value obtained for the energy relative to the best compared isomer or geometry (same formula, charge and spin) is 19.2 kcal/mol.

Calculated atomic charges, method Mulliken, unit e: Tl 1.14; Cl -0.15; C 0.83; C -0.64; C -0.41; C -0.64; C 0.31; Cl -0.21; C -0.09; S -0.24; H 0.43; H 0.39; H 0.42; N -0.40; C 0.47; C -0.17; N -0.17; C -0.15; C -0.37; N -0.61; H 0.20; H 0.24; H 0.40; H 0.38; H 0.37; O -0.59; S 1.23; O -0.63; O -0.64; O -0.71

This record from the Open Molecules 2025 dataset describes C8H9I2O4 as an isolated structure. The level of theory is the ωB97M-V functional and the def2-TZVPD basis.

```
! wB97M-V def2-TZVPD RIJCOSX def2/J DEFGRID3
* xyz 1 1
C 2.86715 0.40206 0.83347
C 2.15077 1.77900 0.84747
I 3.38086 3.41862 1.45806
C 0.86326 1.92137 0.51107
I -0.06216 3.85501 0.52844
C 0.10427 0.67314 0.14416
C -0.93500 0.14385 0.81982
C -1.64190 0.63583 2.06435
C -1.25652 -1.13156 0.01251
O -2.01750 -1.92842 0.38841
O -0.50230 -1.20187 -1.14359
C 0.45529 -0.16204 -1.09653
O 1.28565 -0.00016 -1.88031
H 2.20644 -0.38238 1.24472
H 3.06434 0.18959 -0.24069
H 3.85494 0.44837 1.31715
H -2.00455 -0.21480 2.66783
H -2.53876 1.22341 1.76538
H -1.00725 1.32176 2.65064
O -2.11847 -2.91180 -3.08520
H -1.49068 -3.27443 -3.74585
H -2.95359 -2.61840 -3.50680
H -1.70432 -2.18614 -2.55451
*
```

Calculated atomic charges, method natural (NBO), unit e: C -0.69; C -0.09; I 0.21; C -0.28; I 0.21; C -0.15; C 0.00; C -0.67; C 0.76; O -0.50; O -0.59; C 0.79; O -0.47; H 0.22; H 0.25; H 0.25; H 0.26; H 0.26; H 0.26; O -0.76; H 0.58; H 0.58; H 0.59

We obtain gap between HOMO and LUMO values of 5.08; 8.86; 7.60; 9.40; 10.49; 2.99; 8.23; 6.58 eV for the records listed above, in that order.